Entry 1:
Formula: C18H23F2N5O3S
Source: the OMol25 dataset
Level of theory: ωB97M-V/def2-TZVPD

Atoms and positions in Å:
S -3.98829 -3.55588 0.03610
F 4.91985 -4.75245 2.88561
F 5.36077 -3.72249 0.99081
O -1.34336 -0.19558 -1.94216
O 4.11468 1.52900 -0.22029
O -4.11398 2.22297 -1.99432
N -5.27911 -1.47423 -0.66374
N -1.75371 1.66927 -0.74347
N -4.55292 0.99920 -1.55521
N 1.86828 1.68634 -0.38123
N -6.67544 -3.29383 0.00701
C 2.86516 0.04528 1.16652
C -2.13217 0.53761 -1.37357
C -3.59908 0.20252 -1.27283
C -5.55579 -2.74867 -0.21005
C 3.41949 -2.93383 2.21956
C -0.41154 2.14320 -0.71527
C 4.03769 -1.59453 2.69399
C 5.36062 -2.34409 2.99273
C -3.11451 -2.13126 -0.47870
C 1.73105 1.91842 -1.82624
C 4.81983 -3.55745 2.22917
C -5.25111 2.97046 -2.38242
C 0.32279 2.42996 -1.98805
C 4.19719 -0.55681 1.58953
C 0.55858 1.45558 0.22336
C -0.11628 3.56540 -1.11488
C 3.01253 1.11321 0.09369
C -3.94397 -1.13006 -0.81063
H 2.37523 0.50134 2.03286
H 5.50712 -2.56342 4.04921
H 2.20090 -0.73796 0.78594
H -4.89789 3.93747 -2.73322
H -5.78800 2.48146 -3.19656
H 0.51931 1.83926 1.24538
H 2.90627 -2.92021 1.25619
H 1.83833 0.97105 -2.36762
H -0.93946 4.18350 -1.44766
H 0.31360 0.38708 0.26066
H -2.46746 2.23484 -0.31364
H 4.69068 -1.00347 0.72277
H -2.03977 -2.13367 -0.52076
H 2.50026 2.58728 -2.20869
H 0.61201 4.11657 -0.53270
H -5.93010 3.13043 -1.54315
H 6.27444 -1.89048 2.60474
H -6.01857 -0.83028 -0.89474
H -0.16133 2.19950 -2.92534
H -7.46477 -2.68521 -0.19020
H 2.76145 -3.39617 2.95389
H 3.58477 -1.14156 3.57513
H 4.86571 0.23532 1.93249

Values from the calculation:
SMILES	[H]/N=c1\[nH]c(/C(=N/OC)C(=O)N[C@]23C[C@H]2CN(C(=O)CCC2CC(F)(F)C2)C3)cs1
net charge	0
E_LUMO	0.0	eV



Entry 2:
Formula: CH6N2O2S
Source: the OMol25 dataset
Level of theory: ωB97M-V/def2-TZVPD

Atoms and positions in Å:
S 0.90025 -0.26166 0.68954
O 0.01600 0.11428 -0.64246
O 0.68358 -1.63932 0.99176
N 0.03873 0.64574 1.83705
N 2.24382 0.31443 0.14310
C -1.38706 -0.15093 -0.71374
H 0.24234 0.19326 2.75708
H -1.77445 0.04739 -1.75512
H 2.37233 0.08628 -0.85157
H 0.37830 1.62066 2.09425
H -1.53352 -1.18171 -0.64491
H -1.82915 0.33909 0.13568

Values from the calculation:
SMILES	CO[S@@](=N)(N)=O
net charge	0
E_LUMO	0.5	eV



Entry 3:
Formula: C41H38InN6O5PS2
Source: the OMol25 dataset
Level of theory: ωB97M-V/def2-TZVPD

Atoms and positions in Å:
In 1.10101 -0.97333 0.03429
S 0.55574 -2.49373 2.18964
S 1.65965 1.13953 -1.16200
P -2.43376 0.29430 0.56103
O 0.52237 -0.94697 1.99662
O 1.72759 -2.87389 1.31310
O -1.38542 -0.40637 -0.25946
O 0.78479 -2.78158 3.58200
O -0.67441 -3.02437 1.62310
N 2.46920 3.55900 -0.84522
N 2.94444 -1.73708 -1.74511
N 1.13324 2.76566 0.95719
N 0.47688 -2.80123 -1.16495
N 0.50937 -0.80249 -3.48127
N 3.34045 -0.70076 0.93210
C -2.76350 -1.44173 4.20775
C -0.11943 -5.42230 -1.74726
C 2.22592 0.51259 -4.48777
C 1.19455 -4.97854 -1.76503
C 1.28835 1.42093 -4.94624
C -1.25324 0.42148 4.41307
C -6.47479 -0.31879 0.34323
C -2.37180 0.00206 2.32934
C -5.47729 -1.26992 -1.62938
C 4.19870 -1.11130 -1.31951
C -4.22148 -0.89101 -1.17630
C -4.08816 -0.22199 0.03602
C 4.70010 -0.80853 2.88236
C -1.45175 2.54941 -0.64789
C -5.22107 0.05737 0.79985
C -1.36233 3.90650 -0.92778
C -0.04949 1.20176 -4.66011
C -6.60327 -0.97999 -0.87224
C -1.48252 0.75468 3.08905
C 1.46213 -3.65901 -1.45568
C -3.15740 4.33364 0.61770
C 4.38608 -1.04348 0.17827
C -3.00686 -1.10669 2.88631
C -1.12859 -4.52851 -1.44336
C -0.38646 0.07480 -3.92647
C 2.78093 -1.60396 -3.22775
C 1.79532 -0.57859 -3.74444
C 3.48592 -0.59464 2.25534
C 0.46236 4.18297 2.81876
C 1.74899 2.61104 -0.21957
C 1.85085 5.03347 0.91056
C -1.88931 -0.67812 4.96981
C 5.63305 -1.28060 0.73660
C 5.79173 -1.15762 2.10712
C 1.17569 3.98365 1.51388
C -0.78938 -3.22221 -1.14527
C -2.21657 4.79891 -0.29519
C -3.23837 2.98067 0.90780
C 2.51002 4.75277 -0.27150
C 2.87818 -3.15076 -1.36932
C -2.37908 2.08204 0.27685
H -2.15078 5.85920 -0.50846
H -0.81444 1.89006 -4.99475
H 3.10515 5.50377 -0.78207
H -0.92283 1.54395 2.60801
H -0.53200 0.98393 4.99379
H 1.59768 2.29657 -5.50318
H 4.77865 -0.72493 3.95709
H 6.46573 -1.56295 0.10533
H 4.18954 -0.08594 -1.69623
H -1.52633 -2.47953 -0.88103
H 5.06083 -1.63491 -1.75351
H 3.75672 -1.38919 -3.67103
H -0.59590 3.94763 2.70414
H -0.61593 4.25973 -1.63011
H -3.96364 2.63000 1.63391
H -3.32894 -1.11585 -1.74897
H -3.66462 -1.72072 2.28456
H -5.11842 0.54612 1.76117
H 3.54877 -3.76566 -1.97995
H 2.58985 -0.36108 2.81279
H -0.34438 -6.45837 -1.96720
H 3.28220 0.66349 -4.67371
H 0.56035 5.21223 3.15991
H -7.35286 -0.10856 0.94115
H -5.58023 -1.79850 -2.56897
H -3.22619 -2.32143 4.63623
H -0.79254 1.83921 -1.13143
H 2.44154 -2.57089 -3.60018
H 1.86463 6.02258 1.34747
H 0.87015 3.51305 3.57762
H -1.42181 -0.14104 -3.68039
H 6.75750 -1.34164 2.56092
H -3.82917 5.03003 1.10530
H -2.16309 -4.84030 -1.40568
H 2.00774 -5.65380 -1.99874
H 3.15876 -3.25130 -0.31831
H -1.67637 -0.96288 5.99249
H -7.58314 -1.28125 -1.22066

Values from the calculation:
net charge	0
E_LUMO	0.5	eV



Entry 4:
Formula: C35H37FN6O6S2Zr
Source: the OMol25 dataset
Level of theory: ωB97M-V/def2-TZVPD

Atoms and positions in Å:
Zr 3.07216 0.31290 -1.50183
S 3.46833 -1.92805 -3.95569
S 5.15757 -0.85383 -0.70666
F -1.19830 -2.27995 2.85032
O 2.65112 -1.31945 -2.77780
O -0.90455 4.04259 -2.55237
O 1.13312 0.40629 -0.85558
O 3.73107 1.15911 -3.40079
O 3.69494 2.36599 -1.57761
O 0.16700 2.11191 -2.69204
N -3.13634 2.36714 0.61504
N 3.07358 0.57279 0.75621
N -3.82818 -1.50664 3.47501
N 4.71682 4.53308 -2.92321
N 4.47555 3.30045 -3.52499
N -5.70322 -2.45129 4.86052
C 1.90941 1.62624 2.53930
C 1.02842 1.48996 0.07405
C -5.33536 -3.39896 3.75362
C 6.27020 -0.32895 3.18429
C 2.95524 1.34984 3.38567
C -1.16688 2.54128 -0.72503
C -1.28224 0.88068 1.07691
C 1.88484 -2.00969 -7.60669
C 3.66700 -3.60860 -3.39954
C -5.66014 1.97310 0.49540
C -2.95801 -0.72360 2.64917
C 4.11899 0.28525 1.57044
C -2.44776 2.83898 -0.48541
C 0.13815 -2.67346 -6.07578
C -4.49268 -2.11951 5.70308
C -0.39366 1.90691 0.41469
C -4.47687 2.81557 0.89807
C -5.38350 3.26927 -0.20379
C -4.44387 -2.63418 2.76821
C -3.43713 0.45633 2.09409
C 0.58391 -2.42310 -7.37101
C 4.09804 0.66081 2.92402
C 6.27616 -0.70364 1.81969
C -0.82540 -0.32259 1.59073
C -2.63035 1.23773 1.27125
C 2.75917 -1.84194 -6.54049
C 2.30477 -2.11646 -5.25993
C -1.66407 -1.11128 2.35018
C -0.62701 2.99231 -2.04693
C 2.00160 1.20184 1.20719
C 0.99969 -2.52601 -5.00502
C 5.21746 -0.40583 1.00525
C 5.21346 0.33588 3.73432
C 3.97302 2.28783 -2.83231
C -3.29806 -1.94792 4.75796
H -0.88350 -2.98390 -5.90509
H -2.63338 -1.18841 5.16413
H 2.68840 -4.01868 -3.16040
H -6.01597 4.11957 0.00347
H 4.63294 3.14201 -4.51105
H 5.21724 0.62140 4.77804
H 3.77330 -1.49936 -6.70344
H -0.09622 -2.54546 -8.20316
H 1.44229 2.40156 -0.39371
H 1.03101 2.14893 2.88993
H 0.24497 1.29380 -2.16533
H -4.35912 -2.93550 6.41067
H 4.13837 -4.16458 -4.20972
H -2.72402 -2.87851 4.68340
H -3.70387 -3.32923 2.35542
H 7.12671 -0.57852 3.79565
H -6.24832 -3.76826 3.29357
H 2.21859 -1.80712 -8.61471
H -6.45369 -2.82542 5.43961
H 4.31373 -3.59216 -2.52406
H -6.50233 1.91216 1.17124
H 0.18852 -0.65748 1.41760
H -3.00557 3.45696 -1.17165
H -5.04148 3.20574 -1.22555
H -5.44427 1.07023 -0.06055
H -4.73316 -1.20643 6.24280
H -4.82289 -4.23079 4.23281
H -5.03566 -2.24008 1.94201
H -4.55945 3.35360 1.83582
H 4.13781 5.24529 -3.34927
H -4.45283 0.75158 2.31082
H -6.02962 -1.58049 4.43793
H 0.66452 -2.70216 -3.99126
H 5.69558 4.77393 -3.00793
H 7.13087 -1.23066 1.41667
H -0.25845 2.71887 1.14850
H 2.91177 1.66046 4.42257

Values from the calculation:
net charge	+2
E_LUMO	-4.5	eV



Going through the records in order, we get HOMO-LUMO gap values of 7.98, 9.99, 8.50, 7.39 eV.
Going through the records in order, we get ΔE to the lowest compared entry with this formula, charge and spin values of 42.0, 171.9, 58.8, 160.7 kJ/mol.